Version A
This record from the Open Molecules 2025 dataset describes C5H13NS in the gas phase. The level of theory is ωB97M-V with the def2-TZVPD basis set.

Last column: natural (NBO) charge in e.
Cartesian coordinates (Å):
C1 1.0946 -2.2623 2.7234  -0.750
S1 0.3347 -2.3244 1.0884  0.169
C2 0.7609 -0.6480 0.5353  -0.527
C3 0.2657 -0.2078 -0.8282  -0.422
C4 -0.8345 0.8454 -0.8586  -0.046
C5 -1.2006 1.2134 -2.2958  -0.614
N1 -0.4975 1.9808 -0.0060  -0.850
H1 1.9624 -2.9206 2.7029  0.217
H2 0.3967 -2.6107 3.4744  0.223
H3 1.3806 -1.2654 3.0385  0.224
H4 0.3396 0.0760 1.2334  0.230
H5 1.8443 -0.5626 0.6035  0.208
H6 0.0303 -1.0142 -1.5221  0.216
H7 1.0951 0.2338 -1.3901  0.201
H8 -1.7598 0.4154 -0.4777  0.183
H9 -1.5909 0.3414 -2.8248  0.212
H10 -0.3541 1.6339 -2.8344  0.197
H11 -1.9661 1.9877 -2.2648  0.208
H12 -1.3210 2.3939 0.4054  0.365
H13 0.0198 2.6945 -0.5025  0.356

For the LUMO energy, the calculation gives 1.06 eV. As for the charge: 0. Its SMILES is CSCC[C@H](C)N. The HOMO energy is -0.3006 hartree. The calculation puts the gap between HOMO and LUMO at 0.3394 Ha. Its spin multiplicity is 1.



Version B
This record from the Open Molecules 2025 dataset describes C5H13NS in the gas phase. The level of theory is ωB97M-V with the def2-TZVPD basis set.

Last column: natural (NBO) charge in e.
Cartesian coordinates (Å):
C1 1.4959 -1.6111 -2.5817  -0.408
N1 0.8050 -2.0571 -1.3572  -0.660
C2 -0.5965 -1.6273 -1.1523  -0.211
C3 -0.7783 -0.6325 -0.0209  -0.426
C4 -0.3353 0.8266 -0.2668  -0.425
C5 -0.7825 1.8132 0.7606  -0.509
S1 0.0622 1.5361 2.3529  -0.067
H1 0.7094 -1.3840 -3.3475  0.194
H2 2.1478 -0.7351 -2.3497  0.174
H3 2.0947 -2.4685 -2.8974  0.196
H4 1.3769 -1.9972 -0.5304  0.361
H5 -0.9943 -1.1697 -2.0932  0.176
H6 -1.1937 -2.5219 -1.0485  0.193
H7 -0.5647 -1.1974 0.9265  0.217
H8 -1.8978 -0.5151 0.1606  0.195
H9 0.7805 0.7940 -0.4508  0.210
H10 -0.6887 1.1089 -1.2560  0.215
H11 -1.8372 1.6873 0.9864  0.213
H12 -0.5600 2.8798 0.3922  0.230
H13 0.1151 2.8235 2.8044  0.132

For the LUMO energy, the calculation gives 0.88 eV. As for the charge: 0. Its SMILES is CNCCCCS. The HOMO energy is -0.3061 hartree. The calculation puts the gap between HOMO and LUMO at 0.3385 Ha. Its spin multiplicity is 1.



In hartree, relative to the most stable structure: version A 0.0000; version B 0.0302.



Version A
This record from the Open Molecules 2025 dataset describes C5H13NS in the gas phase. The level of theory is ωB97M-V with the def2-TZVPD basis set.

Last column: natural (NBO) charge in e.
Cartesian coordinates (Å):
C1 0.8407 2.0489 -1.1182  -0.649
C2 -0.5488 1.5187 -1.1966  -0.204
N1 -0.8215 0.7234 0.1235  -0.668
C3 -0.3566 -0.6474 0.1721  -0.058
C4 -1.5330 -1.6398 0.0843  -0.626
C5 0.6372 -1.0329 1.5152  -0.494
S1 1.8652 -2.3920 1.2633  -0.053
H1 1.2153 2.2226 -0.1866  0.205
H2 1.0377 2.9332 -1.7125  0.211
H3 1.6471 1.3749 -1.2701  0.210
H4 -1.2390 2.2770 -1.0976  0.195
H5 -0.6004 0.8944 -2.1981  0.201
H6 -0.6374 1.4407 0.7757  0.372
H7 0.3364 -1.0386 -0.6707  0.188
H8 -2.3312 -1.7099 -0.7303  0.233
H9 -2.3280 -1.4355 1.0399  0.181
H10 -1.2601 -2.6352 0.3228  0.204
H11 -0.0168 -1.3465 2.2452  0.214
H12 1.4004 -0.2399 1.5243  0.220
H13 2.6928 -1.3162 1.1145  0.120

For the LUMO energy, the calculation gives 0.74 eV. As for the charge: 0. Its SMILES is CCN[C@H](C)CS. The HOMO energy is -0.3110 hartree. The calculation puts the gap between HOMO and LUMO at 0.3381 Ha. Its spin multiplicity is 1.



Version B
This record from the Open Molecules 2025 dataset describes C5H13NS in the gas phase. The level of theory is ωB97M-V with the def2-TZVPD basis set.

Last column: natural (NBO) charge in e.
Cartesian coordinates (Å):
C1 0.0638 -2.0644 1.5662  -0.664
C2 0.3805 -0.4663 1.8270  -0.222
N1 0.6126 0.4073 0.6644  -0.620
C3 -0.3868 0.5531 -0.4625  -0.107
C4 -0.3279 2.0291 -0.6796  -0.610
C5 0.2413 -0.1070 -1.7276  -0.496
S1 -0.7209 0.2723 -3.3862  -0.082
H1 0.6409 -2.5129 2.4009  0.221
H2 -0.8800 -2.4368 1.8990  0.209
H3 0.2261 -2.2247 0.5064  0.205
H4 1.2128 -0.3318 2.4841  0.200
H5 -0.4443 -0.2591 2.5019  0.188
H6 1.4016 -0.1208 0.2243  0.343
H7 -1.2360 0.0976 0.0835  0.220
H8 -0.7188 2.3921 -1.6058  0.201
H9 -0.8122 2.5170 0.2664  0.219
H10 0.8761 2.2991 -0.6140  0.225
H11 1.3279 0.0203 -1.8287  0.220
H12 0.1402 -1.2318 -1.3958  0.213
H13 -1.5968 1.1677 -2.7239  0.138

For the LUMO energy, the calculation gives 0.92 eV. As for the charge: 0. Its SMILES is CCN[C@@H](C)CS. The HOMO energy is -0.3285 hartree. The calculation puts the gap between HOMO and LUMO at 0.3625 Ha. Its spin multiplicity is 1.



Version C
This record from the Open Molecules 2025 dataset describes C5H13NS in the gas phase. The level of theory is ωB97M-V with the def2-TZVPD basis set.

Last column: natural (NBO) charge in e.
Cartesian coordinates (Å):
C1 1.8497 -0.6744 1.2058  -0.413
N1 0.6193 -0.9738 0.4867  -0.447
C2 -0.2478 -1.7278 1.3522  -0.407
C3 0.1771 0.1665 -0.2789  -0.211
C4 -1.1435 0.0815 -1.0065  -0.436
C5 -1.2615 1.5308 -1.4998  -0.502
S1 0.1220 2.4822 -2.3063  -0.052
H1 1.6825 0.0441 1.9316  0.172
H2 2.7596 -0.5736 0.5795  0.207
H3 2.1074 -1.5739 1.7646  0.195
H4 -1.0674 -2.4083 0.8535  0.199
H5 -0.7488 -1.0035 2.1615  0.155
H6 0.2927 -2.5054 1.7237  0.201
H7 0.9893 0.3044 -0.9902  0.212
H8 0.2222 1.2195 0.2122  0.134
H9 -1.9783 -0.2209 -0.2550  0.222
H10 -1.1416 -0.5937 -1.9109  0.216
H11 -1.6045 2.1171 -0.6132  0.208
H12 -1.9374 1.6490 -2.3906  0.221
H13 0.3090 2.6603 -1.0200  0.126

For the LUMO energy, the calculation gives 0.94 eV. As for the charge: 0. Its SMILES is CN(C)CCCS. The HOMO energy is -0.3071 hartree. The calculation puts the gap between HOMO and LUMO at 0.3416 Ha. Its spin multiplicity is 1.



Version D
This record from the Open Molecules 2025 dataset describes C5H13NS in the gas phase. The level of theory is ωB97M-V with the def2-TZVPD basis set.

Last column: natural (NBO) charge in e.
Cartesian coordinates (Å):
C1 -3.3968 -0.9539 -0.4302  -0.694
S1 -2.2015 0.4613 -0.0845  0.123
C2 -0.7040 -0.1762 -1.0535  -0.504
C3 0.5119 0.7842 -0.4809  -0.413
C4 1.2018 0.1185 0.6809  -0.063
C5 2.0564 1.2447 1.4854  -0.605
N1 1.9555 -1.0538 0.2833  -0.825
H1 -4.4103 -0.7477 -0.3832  0.221
H2 -3.0116 -1.5972 0.3054  0.214
H3 -3.1528 -1.4027 -1.3653  0.209
H4 -0.3611 -1.2132 -1.1111  0.199
H5 -0.9333 0.0246 -2.0803  0.205
H6 0.0283 1.7594 -0.2066  0.218
H7 1.2394 0.9542 -1.3451  0.201
H8 0.4747 -0.2277 1.3991  0.193
H9 1.4605 2.0086 1.9436  0.210
H10 2.6992 1.7036 0.8036  0.194
H11 2.5786 0.7632 2.2866  0.215
H12 1.3337 -1.7814 -0.1440  0.360
H13 2.6313 -0.6687 -0.5032  0.341

For the LUMO energy, the calculation gives 0.98 eV. As for the charge: 0. Its SMILES is CSCC[C@H](C)N. The HOMO energy is -0.3148 hartree. The calculation puts the gap between HOMO and LUMO at 0.3510 Ha. Its spin multiplicity is 1.



In hartree, relative to the most stable structure: version A 0.0752; version B 0.0574; version C 0.0475; version D 0.0000.



Version A
This record from the Open Molecules 2025 dataset describes a molecular structure, C5H13NS. The level of theory is ωB97M-V with the def2-TZVPD basis set.

Last column: natural (NBO) charge in e.
Cartesian coordinates (Å):
C1 -2.6783 0.8069 2.2435  -0.459
N1 -1.3050 0.3049 2.3321  -0.567
C2 -0.5494 -0.0407 0.7355  -0.221
C3 0.6021 0.5511 -0.1683  -0.320
C4 2.1381 0.2833 0.0753  -0.626
S1 1.0537 -0.1557 -3.1873  -0.123
C5 -0.2628 -1.5675 1.0498  -0.607
H1 -2.7928 1.5891 3.0807  0.201
H2 -3.3764 0.0179 2.4501  0.197
H3 -3.0077 1.3877 1.3556  0.197
H4 -0.3440 0.8170 1.7340  0.393
H5 -1.4580 0.0067 0.2275  0.222
H6 0.3220 1.6149 -0.3542  0.223
H7 0.5292 0.0964 -1.1854  0.177
H8 2.5662 0.7365 0.9734  0.219
H9 2.7295 0.5003 -0.8268  0.237
H10 2.2605 -0.7746 0.1510  0.216
H11 -1.2473 -2.0380 1.2883  0.223
H12 0.4052 -1.6636 1.9135  0.218
H13 0.1915 -2.1319 0.2480  0.200

For the LUMO energy, the calculation gives -3.48 eV. As for the charge: 0. The HOMO energy is -0.3217 hartree. The calculation puts the gap between HOMO and LUMO at 0.1939 Ha. Its spin multiplicity is 1.



Version B
This record from the Open Molecules 2025 dataset describes C5H13NS in the gas phase. The level of theory is ωB97M-V with the def2-TZVPD basis set.

Last column: natural (NBO) charge in e.
Cartesian coordinates (Å):
C1 -1.8251 -0.6181 -0.4317  -0.955
S1 -0.5185 0.3340 -1.0200  1.303
C2 0.3979 -0.6576 -2.1076  -0.871
N1 -0.8043 2.2803 -1.2574  -0.972
C3 0.6251 0.5480 0.3892  -0.564
C4 0.3468 -0.6318 1.2781  -0.439
C5 1.2639 -0.8614 2.4768  -0.604
H1 -2.6351 0.1246 -0.3057  0.196
H2 -2.1682 -1.0357 -1.3911  0.208
H3 1.2370 -0.2145 -2.4486  0.192
H4 -0.1592 -1.1763 -2.7748  0.205
H5 -1.6852 2.2865 -1.6753  0.361
H6 0.0188 2.3352 -1.9020  0.364
H7 0.2985 1.5313 0.7742  0.244
H8 1.7125 0.5328 0.0339  0.237
H9 -0.7963 -0.6320 1.4903  0.243
H10 0.3480 -1.5105 0.6520  0.227
H11 2.1346 -0.9776 1.9338  0.202
H12 1.2397 0.0454 3.0996  0.200
H13 0.9692 -1.7030 3.1861  0.223

For the LUMO energy, the calculation gives 0.42 eV. As for the charge: 0. Its SMILES is C=S(=C)(N)CCC. The HOMO energy is -0.2891 hartree. The calculation puts the gap between HOMO and LUMO at 0.3046 Ha. Its spin multiplicity is 1.



In hartree, relative to the most stable structure: version A 0.0669; version B 0.0000.